ORCA calculation (ωB97M-V/def2-TZVPD) on C4H6N4 in the gas phase in a non-equilibrium geometry.

Structure (XYZ):
```
14
Properties=species:S:1:pos:R:3:forces:R:3
H -2.5603 0.5934 0.9909 0.112 0.103 0.756
N -2.0725 -0.2494 0.7079 3.387 0.675 -1.657
C -0.8052 0.0066 0.4102 -1.413 -1.756 -0.627
N -0.1309 1.1364 0.8955 -1.282 3.032 -1.692
N 0.9721 1.5842 0.0416 0.667 0.491 0.581
C 1.6788 0.6508 -0.6443 -1.630 -2.807 -0.157
N 1.3385 -0.5840 -0.9740 0.018 2.287 0.999
C 0.0932 -0.9794 -0.4735 -1.853 2.116 2.456
C -0.4722 -2.1579 -0.4447 -1.088 -2.091 0.803
H -0.8586 1.8853 0.6687 1.196 -0.833 1.222
H 1.5431 2.4092 0.3901 -1.361 -1.763 -0.163
H 2.6340 0.9638 -0.9053 1.606 0.664 -0.747
H -1.4751 -2.2629 0.1607 2.257 -0.048 -1.667
H 0.1154 -2.9961 -0.8239 -0.616 -0.070 -0.105
```
Positions in Å, forces in eV/Å.

Summary:
- E_HOMO (eV) = -8.47
- frontier orbital gap (eV) = 9.0
- structure (SMILES) = [H]/N=C1\NNC=NC1=C
- relative energy (zero: lowest compared OMol25 entry of this formula, charge and spin) (kcal per mole) = 79.3

Mulliken atomic charge list, values in e, 6 entries: 0.19, -0.66, 0.29, -0.32, -0.19, -0.03


ORCA calculation (ωB97M-V/def2-TZVPD) on 2 unconnected molecules or ions with the total composition C5H12O2 in a non-equilibrium geometry.

Structure (XYZ):
```
19
Properties=species:S:1:pos:R:3:forces:R:3
C -0.5298 1.3354 1.8984 -2.504 -1.240 -4.556
C 0.2004 0.4657 0.7322 -0.968 1.792 -0.461
C 1.7419 0.8553 0.6186 -2.018 -0.485 -2.080
C -0.6627 0.8298 -0.6205 -0.691 0.431 -0.763
C -0.4755 -0.2104 -1.7142 1.853 -4.315 3.672
O -1.2356 -1.1392 -2.0453 0.621 3.098 -0.255
H -1.6617 0.9854 1.8536 2.200 0.967 0.268
H -0.2095 1.2544 2.8776 1.115 -0.307 1.782
H -0.4595 2.3618 1.4892 -0.238 -0.304 0.733
H 0.0327 -0.6155 0.8699 0.474 0.386 0.238
H 2.1829 0.2291 -0.1730 0.145 -0.019 0.513
H 2.1560 0.6456 1.5592 0.948 -0.217 1.155
H 1.9741 1.8882 0.2852 -0.640 -0.370 0.530
H -1.7460 0.7321 -0.5431 -0.191 0.700 1.071
H -0.4023 1.8389 -0.9924 -0.100 -0.346 0.334
H 0.5841 -0.5592 -1.4572 -0.026 0.258 -2.125
O -0.0920 -3.7389 -1.3980 -2.408 -1.455 -0.540
H -0.4659 -2.8838 -1.6284 0.306 0.737 -0.129
H -0.9315 -4.2746 -1.6118 2.123 0.689 0.613
```
Positions in Å, forces in eV/Å.

Summary:
- E_HOMO (eV) = -9.97
- frontier orbital gap (eV) = 10.0
- structure (SMILES) = CC(C)CC=O.O
- relative energy (zero: lowest compared OMol25 entry of this formula, charge and spin) (kcal per mole) = 62.9

Mulliken atomic charge list, values in e, 6 entries: -1.19, 0.13, -1.17, -0.66, 0.14, -0.58


ORCA calculation (ωB97M-V/def2-TZVPD) on a molecular structure, C3H2MgO3Tl in a non-equilibrium geometry.

Structure (XYZ):
```
10
Properties=species:S:1:pos:R:3:forces:R:3
C 2.5888 -3.6403 0.0278 -1.363 0.202 -0.240
C 1.8810 -2.7776 0.7145 2.283 -1.139 0.675
O 1.4786 -2.0681 1.5666 -0.854 0.246 -0.632
Tl -0.0181 -0.0584 1.9703 0.563 -0.158 1.760
H 2.0945 -4.2531 -0.7263 0.298 0.176 0.138
H 3.6313 -3.8069 0.3008 -0.241 0.259 -0.087
O -1.1388 0.2494 -2.4027 0.009 -0.045 0.379
C -0.6863 -0.1427 -1.3298 -0.638 0.789 -0.892
Mg -2.1294 1.7440 -1.3405 0.589 -0.819 -0.338
O -0.9194 0.4152 -0.2218 -0.645 0.488 -0.764
```
Positions in Å, forces in eV/Å.

Summary:
- total charge = +2
- multiplicity = 2
- E_HOMO (alpha / beta) (eV) = -15.49 / -15.49
- frontier orbital gap (alpha / beta) (eV) = 4.8 / 3.8
- expectation value of S² = 0.75
- relative energy (zero: lowest compared OMol25 entry of this formula, charge and spin) (kcal per mole) = 2.7

Mulliken atomic charge list, values in e, 6 entries: -0.74, 0.80, -0.51, 0.83, 0.25, 0.28


ORCA calculation (ωB97M-V/def2-TZVPD) on 10 unconnected molecules or ions with the total composition C11H31N9O22S in a non-equilibrium geometry.

Structure (XYZ):
```
74
Properties=species:S:1:pos:R:3:forces:R:3
C 4.0544 -0.7253 -1.3249 0.459 1.157 1.056
N 4.8824 -1.6066 -0.5026 3.337 -1.126 0.578
O 4.4598 -2.7263 -0.3671 -0.416 -0.539 0.404
O 6.0126 -1.2499 -0.0598 -2.927 -0.078 -1.204
H 3.7475 -1.2033 -2.2552 0.362 0.038 0.171
H 4.6982 0.1533 -1.3664 -0.599 0.255 -0.693
H 3.1982 -0.5560 -0.6719 -0.154 0.243 -0.307
C 1.3448 -3.9465 -0.1405 -0.077 -0.022 -1.390
N 0.3352 -4.8988 0.3600 1.713 -1.725 -0.033
O 0.4161 -6.0554 -0.0375 0.166 0.491 -0.438
O -0.4321 -4.5452 1.1795 -1.999 1.253 1.731
H 1.0337 -3.9381 -1.1851 0.604 0.365 -0.280
H 2.3315 -4.4003 -0.0474 -0.221 0.130 0.057
H 1.2655 -2.9369 0.2627 -0.113 -0.586 0.403
C 0.2943 0.4930 0.1396 0.640 0.202 0.064
N 0.0641 -0.6744 -0.7415 -0.997 0.087 -0.622
O 0.6051 -0.5538 -1.8658 -1.099 -1.191 1.525
O -0.6615 -1.5832 -0.3281 1.565 1.460 -1.369
H 1.2594 0.8660 -0.2034 0.206 -0.140 0.674
H 0.2224 0.1522 1.1725 0.106 0.216 -0.108
H -0.3743 1.3236 -0.0867 -0.608 -0.504 -0.032
C -1.5056 3.1488 -3.0982 0.793 -0.491 1.388
N -2.0875 1.7403 -3.1432 0.355 -0.049 -0.637
O -2.1340 1.2078 -4.2299 -0.070 0.230 -0.337
O -2.4009 1.1764 -2.1124 0.120 0.833 0.191
H -0.6515 3.2617 -3.7660 -0.612 -0.328 -0.557
H -1.0527 3.1717 -2.1070 -0.413 0.382 0.156
H -2.2450 3.9417 -3.2107 -0.123 -0.484 -0.127
C -4.1651 -1.6740 0.2937 0.211 0.093 -1.343
N -5.0464 -0.7450 1.0205 -2.016 -0.822 1.666
O -5.1012 0.3926 0.6371 0.441 1.046 -0.447
O -5.7705 -1.1607 1.9379 1.335 -0.079 -1.042
H -3.8977 -1.1251 -0.6093 0.462 0.110 0.304
H -4.7443 -2.5032 -0.1126 0.020 -0.250 0.826
H -3.2866 -1.9446 0.8795 -0.327 -0.124 0.047
C 1.7481 1.0250 -4.2619 -0.346 0.049 0.547
N 1.8886 -0.1821 -5.1203 -2.221 -0.032 -1.649
O 3.0113 -0.5264 -5.3654 0.585 -0.419 0.128
O 0.8579 -0.7038 -5.5973 1.704 0.885 1.182
H 0.7194 1.3852 -4.2459 0.050 -0.451 -0.148
H 2.3973 1.8265 -4.6141 0.192 -0.429 -0.062
H 2.0300 0.6606 -3.2740 0.029 0.384 -0.012
C -1.4490 1.6305 3.8244 -0.875 0.947 -0.550
N -2.1431 0.2889 3.8669 2.393 2.165 0.545
O -1.6434 -0.5605 3.1787 -0.307 -1.087 -0.742
O -2.9819 0.1899 4.7011 -1.626 -0.891 0.751
H -0.6813 1.7076 4.5943 0.211 -0.614 -0.392
H -2.1569 2.4178 4.0835 -0.273 -0.317 -0.048
H -1.1480 1.8133 2.7928 0.472 -0.151 0.338
C -1.9411 5.9896 0.4359 -0.300 0.970 0.131
N -1.7472 4.6929 1.0605 0.476 -1.848 2.693
O -1.5239 3.7327 0.3307 -0.233 0.806 0.662
O -1.7399 4.6366 2.3261 -0.097 0.199 -3.251
H -2.5483 5.8948 -0.4643 0.237 -0.149 0.120
H -0.9358 6.3525 0.2216 -0.129 0.071 -0.170
H -2.4185 6.6389 1.1698 0.098 -0.082 -0.160
C -2.1578 -1.7685 -3.3938 -0.101 0.503 -0.242
N -2.3162 -3.2202 -3.1185 0.035 -2.026 0.752
O -2.5073 -3.6101 -1.9677 -0.030 1.391 -0.163
O -2.2283 -4.0415 -4.0128 0.117 1.112 -0.730
H -1.1753 -1.5538 -3.8142 0.183 -0.411 0.329
H -2.3368 -1.2085 -2.4760 0.074 -0.292 -0.227
H -2.8318 -1.4474 -4.1879 -0.303 -0.385 0.221
O 2.3153 -1.5516 2.3108 0.624 1.017 0.681
S 3.1863 -0.6003 2.9469 1.409 1.118 -0.008
O 4.2587 0.0057 2.0776 -3.255 -1.529 3.295
O 2.2693 0.5024 3.7866 -0.172 -0.769 -2.198
C 2.7296 0.6727 5.1114 0.389 0.469 0.271
C 3.1709 -0.7212 5.5662 -1.218 1.597 -1.161
O 3.7611 -1.1938 4.3654 1.491 -0.881 -1.780
H 3.5457 1.3886 5.0131 0.245 -0.052 0.661
H 1.9225 1.0920 5.7122 -0.006 -0.066 -0.154
H 2.2644 -1.3044 5.7283 0.264 -0.245 0.568
H 3.8673 -0.6273 6.3995 0.089 -0.613 -0.302
```
Positions in Å, forces in eV/Å.

Summary:
- E_HOMO (eV) = -10.23
- frontier orbital gap (eV) = 8.9
- structure (SMILES) = C[N+](=O)[O-].C[N+](=O)[O-].C[N+](=O)[O-].C[N+](=O)[O-].C[N+](=O)[O-].C[N+](=O)[O-].C[N+](=O)[O-].C[N+](=O)[O-].C[N+](=O)[O-].O=S1(=O)OCCO1
- relative energy (zero: lowest compared OMol25 entry of this formula, charge and spin) (kcal per mole) = 23.6

Mulliken atomic charge list, values in e, 6 entries: -0.59, 0.91, -0.51, -0.57, 0.34, 0.33


ORCA calculation (ωB97M-V/def2-TZVPD) on a molecular structure, C21H12F5I2N2O2SeSn in a non-equilibrium geometry.

Structure (XYZ):
```
46
Properties=species:S:1:pos:R:3:forces:R:3
Sn 2.5055 -1.6108 0.6947 -0.566 0.742 -0.116
O 1.8875 0.3916 0.8376 -0.187 -0.885 -0.301
C 1.4766 1.5976 0.4563 0.410 0.457 0.771
C 2.0569 2.7093 1.0974 -0.408 0.060 -0.835
C 1.7821 3.9762 0.6147 0.143 0.183 0.323
C 0.8556 4.2188 -0.4063 -0.669 -0.551 -0.326
C 0.2002 3.1253 -1.0020 1.485 0.603 1.018
C 0.5263 1.8403 -0.5516 -0.097 -1.153 -0.367
C 0.0922 0.6316 -1.2754 -0.737 -0.319 -1.505
N -0.5861 -0.3764 -0.8522 0.443 -0.815 1.501
N -0.6765 -1.5910 -1.5473 -0.130 0.590 -0.752
C -0.0170 -2.6025 -1.0301 -0.441 1.753 -0.126
O 0.6698 -2.4870 0.0628 0.669 -0.284 0.312
C -0.1326 -3.8663 -1.7645 1.272 -0.924 1.833
C -1.2824 -4.1534 -2.4311 -0.135 -0.113 -0.579
C -1.3826 -5.3599 -3.0956 -1.868 -0.308 -0.417
C -0.3987 -6.3145 -3.0350 1.300 0.151 -0.121
C 0.7693 -6.0465 -2.3057 0.320 0.339 0.645
C 0.8609 -4.8602 -1.5906 -0.531 0.735 -1.300
H 2.7619 2.5528 1.9026 0.110 0.019 -0.133
H 2.3516 4.7969 1.0443 -0.315 0.054 -0.042
H 0.6319 5.2445 -0.7092 0.139 -0.423 -0.014
H -0.4687 3.2383 -1.8274 -0.396 0.176 -0.326
H 0.2646 0.4793 -2.3560 0.511 0.358 0.406
H -2.0514 -3.4115 -2.4260 -0.489 0.145 -0.269
H -2.3303 -5.5666 -3.6296 0.778 0.042 0.238
H -0.4495 -7.2003 -3.6425 -0.203 -0.296 0.051
H 1.6609 -6.6822 -2.2445 -0.748 -0.191 -0.272
H 1.7659 -4.5968 -1.0796 0.260 -0.098 0.377
I 4.6341 0.1246 3.0757 0.048 -0.144 -0.019
C 2.6630 0.2309 3.8208 0.405 1.332 1.853
I 1.4409 -1.4182 3.6504 -0.440 -1.105 -0.211
H 2.1436 1.0403 3.3209 0.101 -0.007 0.003
H 2.7433 0.4406 4.9308 -0.091 -0.197 -1.443
F -2.8825 5.2656 1.5521 -0.235 -0.032 -0.273
C -2.6192 3.9921 1.3217 0.729 0.514 0.395
C -3.0008 3.3615 0.1545 -0.315 0.152 -0.894
F -3.6069 3.9981 -0.8422 -0.148 0.282 0.276
C -2.6992 2.0377 -0.0089 -0.479 -2.001 -0.036
F -3.0892 1.3229 -1.0880 0.090 1.062 0.263
C -2.0185 1.3207 0.9660 -0.267 0.724 -1.087
Se -1.5614 -0.4674 0.7854 0.169 -0.810 -0.121
C -1.5362 2.0201 2.0322 0.750 -0.617 0.146
F -0.6880 1.3805 2.8118 0.479 -0.039 1.250
C -1.8135 3.3315 2.2432 -0.977 0.759 0.395
F -1.4532 3.9418 3.3657 0.261 0.081 -0.174
```
Positions in Å, forces in eV/Å.

Summary:
- total charge = +1
- E_HOMO (eV) = -11.48
- frontier orbital gap (eV) = 7.5

Mulliken atomic charge list, values in e, 6 entries: 0.66, -0.30, 0.42, 0.07, -0.71, -0.87


ORCA calculation (ωB97M-V/def2-TZVPD) on a gas-phase ion, C10H18NSi (charge +1) in a non-equilibrium geometry.

Structure (XYZ):
```
30
Properties=species:S:1:pos:R:3:forces:R:3
C 1.7750 -1.2674 -2.4435 2.158 0.115 -0.100
C 0.6521 -0.8614 -1.5394 0.049 0.041 1.368
N -0.2586 0.0582 -2.3491 1.253 0.068 -0.738
Si 1.0415 0.0663 0.3168 -0.292 1.520 -1.311
C 2.4739 -0.5922 1.5429 -0.669 -0.369 -2.407
C 1.4655 1.8203 -0.3683 -0.837 -1.122 -0.320
C -0.8124 0.2460 0.9328 1.082 -2.095 0.629
C -1.2647 -0.9798 1.5500 1.073 0.882 -0.648
C -2.4948 -1.0450 2.1435 -0.644 -1.708 1.085
C -3.2961 0.0622 2.1684 -2.174 0.742 0.586
C -2.9420 1.1970 1.5352 3.002 -0.252 -1.233
C -1.6898 1.3267 0.9282 0.884 -0.112 -0.283
H 2.3091 -0.4011 -2.9356 -0.504 -0.524 0.899
H 1.6094 -1.9284 -3.2808 -1.054 -0.285 -0.320
H 2.5441 -1.8453 -1.9021 -0.187 0.512 0.090
H -0.0430 -1.6466 -1.2170 0.438 -0.369 -0.470
H 0.2055 1.0134 -2.4484 -1.321 -1.095 0.722
H -1.1444 -0.0495 -1.8329 -0.037 1.231 -0.668
H -0.3067 -0.2929 -3.3446 -0.410 0.193 1.349
H 3.4290 -0.1164 1.1747 -1.020 -0.461 0.319
H 2.2673 -0.2173 2.5738 0.070 -1.013 -0.729
H 2.5330 -1.7159 1.2620 0.052 1.693 1.482
H 0.4614 2.3084 -0.3196 1.078 0.196 -0.406
H 2.1278 2.2571 0.3444 0.377 0.732 0.484
H 1.9747 1.8863 -1.3655 -0.620 -0.056 0.760
H -0.5650 -1.8266 1.6008 -0.467 0.207 -0.042
H -2.8975 -1.9448 2.6512 0.710 0.472 -0.437
H -4.2749 0.1751 2.6636 0.545 -0.979 -0.080
H -3.5173 2.0258 1.4541 -2.123 2.253 0.232
H -1.3621 2.2879 0.5044 -0.411 -0.416 0.187
```
Positions in Å, forces in eV/Å.

Summary:
- total charge = +1
- E_HOMO (eV) = -12.62
- frontier orbital gap (eV) = 9.6
- structure (SMILES) = C[C@H]([NH3+])[Si](C)(C)c1ccccc1
- relative energy (zero: lowest compared OMol25 entry of this formula, charge and spin) (kcal per mole) = 0.0

Mulliken atomic charge list, values in e, 6 entries: -1.41, -0.23, -0.29, 0.53, -1.04, -1.21